A molecular structure, C28H22Cl4N3O2PbS3, computed with ωB97M-V/def2-TZVPD.

Charge = -1
HOMO-LUMO gap = 5.98 eV
HOMO energy = -4.46 eV

Element x y z (Å)
Pb: -0.567 -0.690 -0.492
Cl: 4.089 3.625 -3.716
C: 3.400 2.311 -2.817
C: 4.214 1.348 -2.242
Cl: 5.939 1.443 -2.408
C: 3.631 0.286 -1.527
Cl: 4.619 -0.961 -0.824
C: 2.251 0.168 -1.367
O: 1.692 -0.837 -0.736
C: 1.410 1.172 -1.949
O: 0.112 1.041 -1.830
C: 2.005 2.206 -2.669
Cl: 0.937 3.359 -3.417
N: -1.599 4.152 9.129
C: -1.495 3.636 8.105
C: -1.368 2.987 6.817
C: -2.500 2.480 6.182
C: -2.378 1.863 4.948
C: -1.132 1.737 4.338
C: -0.006 2.242 4.982
C: -0.119 2.870 6.211
C: -1.000 1.061 3.011
C: -1.557 1.728 1.918
C: -2.181 3.013 1.938
C: -2.544 3.302 0.645
C: -2.125 2.192 -0.134
N: -1.552 1.256 0.607
C: -0.312 -0.157 3.016
C: 0.186 -0.838 4.167
C: 0.775 -1.999 3.721
C: 0.616 -1.995 2.312
N: -0.036 -0.922 1.891
H: -3.467 2.573 6.659
H: -3.253 1.466 4.446
H: 0.962 2.144 4.504
H: 0.756 3.269 6.707
H: -2.310 3.643 2.807
H: -3.023 4.199 0.273
H: -2.190 2.074 -1.212
H: 0.105 -0.501 5.190
H: 1.267 -2.763 4.307
H: 0.972 -2.736 1.601
C: 1.974 -3.184 -3.800
C: 1.086 -4.343 -3.344
S: -0.215 -3.874 -2.163
C: -1.745 -4.098 -3.109
C: -1.953 -3.157 -4.290
S: -2.144 -1.425 -3.777
C: -0.897 -0.551 -4.770
C: 0.570 -0.788 -4.420
S: 1.345 -2.235 -5.213
H: 2.939 -3.577 -4.127
H: 2.165 -2.493 -2.973
H: 1.703 -5.080 -2.826
H: 0.616 -4.842 -4.193
H: -2.535 -3.958 -2.366
H: -1.794 -5.135 -3.445
H: -2.855 -3.454 -4.831
H: -1.110 -3.206 -4.974
H: -1.122 0.496 -4.563
H: -1.091 -0.733 -5.827
H: 0.692 -0.894 -3.350
H: 1.149 0.082 -4.732